# 1
The following is a DFT calculation (wB97M-V/def2-TZVPD) of a molecular structure, C61H52I2N6OPZr.

Positions of all 124 atoms, in Å:
1 Zr -0.11041 -0.19785 0.61146
2 N -1.97411 -1.62687 0.26772
3 C -2.01668 -3.01787 0.69119
4 C -2.79683 -3.88460 -0.06843
5 C -2.84007 -5.23829 0.19808
6 C -2.05879 -5.73564 1.22962
7 C -1.30641 -4.86921 1.99811
8 C -1.29425 -3.47994 1.78988
9 C -0.51815 -2.65286 2.76069
10 C -0.52320 -3.12969 4.07933
11 C 0.30586 -2.60058 5.04832
12 C 1.19569 -1.60449 4.68608
13 C 1.14390 -1.07406 3.40614
14 C 0.24769 -1.51286 2.40907
15 H -1.82561 -1.65490 -0.73682
16 H -2.88586 -1.19477 0.40079
17 H -3.37318 -3.47955 -0.89401
18 H -3.45426 -5.89562 -0.40218
19 H -2.02967 -6.79802 1.43206
20 H -0.68455 -5.28095 2.77990
21 H -1.20248 -3.92715 4.35111
22 H 0.28263 -2.98102 6.06169
23 H 1.92294 -1.23275 5.39822
24 H 1.86307 -0.30058 3.18347
25 C -0.58979 1.36146 5.86924
26 C -0.91628 2.82809 5.76653
27 C -0.61986 3.68349 6.82619
28 C -0.95525 5.02609 6.79057
29 C -1.62552 5.54323 5.69109
30 C -1.92234 4.71895 4.62169
31 C -1.55153 3.37761 4.64609
32 N -1.87497 2.56658 3.52097
33 C -0.98124 1.97362 2.68846
34 N 0.30590 2.23464 2.96087
35 C 1.54379 1.87520 2.36014
36 C 1.62417 0.97127 1.29317
37 C 2.90984 0.69763 0.81151
38 C 4.04331 1.28107 1.35380
39 C 3.91794 2.14950 2.42680
40 C 2.67156 2.45872 2.95383
41 C 2.55821 3.37982 4.14195
42 N -1.40288 1.19449 1.70310
43 C -2.82751 1.12911 1.49464
44 C -3.39534 1.99467 0.56098
45 C -4.74434 1.95017 0.25980
46 C -5.55829 1.03129 0.90514
47 C -5.01182 0.19788 1.86631
48 C -3.65797 0.24415 2.19976
49 C -3.15704 -0.60960 3.33128
50 H -0.67487 1.03711 6.90544
51 H 0.42767 1.14548 5.53602
52 H -1.26313 0.75703 5.26138
53 H -0.13153 3.27485 7.70270
54 H -0.71470 5.66507 7.62987
55 H -1.91230 6.58604 5.66461
56 H -2.44288 5.10841 3.75506
57 H -2.82661 2.59539 3.18835
58 H 0.41474 2.89777 3.71424
59 H 3.04123 -0.01547 0.00207
60 H 5.02378 1.04702 0.95822
61 H 4.80342 2.58939 2.86957
62 H 3.53058 3.80591 4.38203
63 H 2.21194 2.84448 5.03178
64 H 1.87341 4.21074 3.94987
65 H -2.75131 2.69972 0.05663
66 H -5.15266 2.62825 -0.47847
67 H -6.61547 0.98314 0.67956
68 H -5.64808 -0.49732 2.40213
69 H -3.36182 -1.66509 3.14447
70 H -3.67939 -0.34435 4.25261
71 H -2.09017 -0.49142 3.48794
72 I 2.41044 -3.20649 0.39141
73 C 2.45036 -2.40724 -1.54769
74 C 3.44425 -2.78250 -2.46105
75 C 3.47571 -2.23413 -3.70971
76 I 4.99670 -2.84917 -5.03281
77 C 2.51317 -1.27910 -4.10486
78 C 2.48438 -0.62749 -5.35798
79 C 1.52608 0.30707 -5.62615
80 C 0.57300 0.59739 -4.63883
81 N 0.56186 0.00588 -3.47024
82 C 1.50206 -0.91840 -3.17512
83 C 1.45661 -1.49291 -1.85814
84 O 0.48580 -1.16974 -0.99408
85 H 4.18161 -3.51505 -2.16492
86 H 3.23141 -0.87207 -6.10139
87 H 1.50142 0.82374 -6.57525
88 H -0.19890 1.34284 -4.80638
89 N -1.75152 0.55457 -1.73770
90 C -2.08900 1.84032 -2.22397
91 C -3.26368 2.03789 -2.94594
92 C -3.58362 3.28843 -3.44359
93 C -2.73134 4.36023 -3.22091
94 C -1.57533 4.17726 -2.48024
95 C -1.23496 2.92482 -1.97289
96 P 0.22644 2.58395 -0.89983
97 C 0.24702 4.08587 0.16648
98 C -0.90243 4.76191 0.56870
99 C -0.81839 5.87777 1.39035
100 C 0.41698 6.33352 1.82362
101 C 1.56829 5.65997 1.43799
102 C 1.48470 4.53859 0.62908
103 C 1.64805 3.03435 -1.99605
104 C 1.82048 4.31145 -2.53028
105 C 2.90057 4.59080 -3.35117
106 C 3.84196 3.60857 -3.63151
107 C 3.69614 2.34437 -3.08474
108 C 2.60639 2.06474 -2.27262
109 H -0.84349 0.29568 -2.15591
110 H -2.42677 -0.10585 -2.10988
111 H -3.92475 1.19629 -3.12549
112 H -4.49582 3.42315 -4.01007
113 H -2.96557 5.33807 -3.62098
114 H -0.94246 5.03050 -2.28305
115 H -1.87308 4.44641 0.20778
116 H -1.72042 6.40471 1.67598
117 H 0.48164 7.22040 2.44088
118 H 2.54078 6.01368 1.75833
119 H 2.38983 4.02809 0.32418
120 H 1.12688 5.10580 -2.29226
121 H 3.01286 5.58314 -3.76890
122 H 4.69462 3.83709 -4.25759
123 H 4.43492 1.57680 -3.28193
124 H 2.50596 1.08477 -1.83188

## Properties
- ΔE to the lowest compared entry with this formula, charge and spin (kcal/mol) = 24.3
- total charge = +1
- Kohn-Sham gap (eV) = 7.9

***

# 2
The following is a DFT calculation (wB97M-V/def2-TZVPD) of 11 unconnected molecules or ions with the total composition C44H82N2O18S9.

Positions of all 155 atoms, in Å:
1 O 4.32819 -14.20264 -11.81622
2 S 3.73124 -12.89902 -11.67333
3 O 2.31467 -12.60050 -12.03654
4 C 3.81280 -12.41443 -9.91789
5 C 4.12489 -10.80125 -9.96884
6 C 5.36832 -10.75097 -10.82440
7 C 4.84250 -11.45241 -12.18633
8 H 4.67681 -12.97379 -9.55913
9 H 2.97625 -12.93077 -9.44707
10 H 3.34107 -10.30498 -10.54109
11 H 4.30176 -10.33274 -9.00070
12 H 6.29865 -11.12802 -10.39963
13 H 5.62319 -9.71370 -11.04167
14 H 5.72635 -11.91662 -12.62386
15 H 4.28240 -10.80245 -12.85859
16 O -7.99738 1.59255 -10.43153
17 S -8.53996 0.24991 -10.69825
18 O -9.18626 -0.48202 -9.60052
19 C -9.74440 0.42616 -12.13124
20 C -8.98750 -0.41839 -13.32642
21 C -8.16936 -1.48652 -12.69988
22 C -7.32260 -0.77730 -11.57697
23 H -10.01772 1.45211 -12.37786
24 H -10.62934 -0.10649 -11.78302
25 H -9.75887 -0.69472 -14.04525
26 H -8.27395 0.19165 -13.88030
27 H -7.42392 -1.87255 -13.39514
28 H -8.90437 -2.16426 -12.26567
29 H -6.52344 -0.09682 -11.87090
30 H -6.97672 -1.58057 -10.92642
31 O -3.76553 -3.27187 -7.67330
32 S -2.71783 -3.11963 -6.74397
33 O -1.31675 -3.43299 -7.08879
34 C -2.75014 -1.64548 -5.79686
35 C -3.64767 -1.86203 -4.61852
36 C -3.26257 -3.27291 -4.08570
37 C -3.33274 -4.17334 -5.33673
38 H -2.85159 -0.78316 -6.45581
39 H -1.81927 -1.56361 -5.23572
40 H -3.35566 -1.07086 -3.92794
41 H -4.72808 -1.71810 -4.62857
42 H -4.03955 -3.41598 -3.33474
43 H -2.38320 -3.50470 -3.48480
44 H -4.38859 -4.43960 -5.38555
45 H -2.65879 -5.02914 -5.29795
46 O -3.03983 -11.70134 -4.92760
47 S -4.02741 -11.51416 -6.06433
48 O -4.12700 -10.23895 -6.81993
49 C -3.91388 -13.00205 -7.19392
50 C -5.14004 -13.82420 -7.01258
51 C -5.69269 -13.68697 -5.50641
52 C -5.68273 -12.08145 -5.43747
53 H -2.96267 -13.53417 -7.20593
54 H -4.10053 -12.60800 -8.19291
55 H -5.85718 -13.73609 -7.82869
56 H -4.79682 -14.83275 -7.24309
57 H -5.13486 -14.15039 -4.69268
58 H -6.71562 -14.05629 -5.43341
59 H -5.84342 -11.79452 -4.39826
60 H -6.32998 -11.52800 -6.11781
61 O -6.51750 -5.16478 -19.07244
62 S -6.90214 -4.32507 -20.20465
63 O -8.20506 -3.75267 -20.08618
64 C -5.61085 -3.03320 -20.32097
65 C -4.55232 -3.42829 -21.32021
66 C -4.79298 -4.85594 -21.67616
67 C -6.25518 -5.11397 -21.80563
68 H -5.33277 -2.77593 -19.29892
69 H -6.01225 -2.14566 -20.81010
70 H -4.51274 -2.82423 -22.22665
71 H -3.56929 -3.26632 -20.87803
72 H -4.25711 -5.54759 -21.02611
73 H -4.44482 -5.01847 -22.69620
74 H -6.68272 -6.10483 -21.95890
75 H -6.65515 -4.50073 -22.61313
76 O 1.75481 -1.32057 -14.39519
77 S 0.44424 -1.91033 -14.02829
78 O -0.56073 -1.27132 -13.29759
79 C -0.43875 -2.67175 -15.41902
80 C -0.33765 -4.15045 -15.14096
81 C -0.11675 -4.47389 -13.57038
82 C 0.98796 -3.49698 -13.14644
83 H -0.06096 -2.22623 -16.33929
84 H -1.49987 -2.43081 -15.48278
85 H -1.32231 -4.51607 -15.43229
86 H 0.37553 -4.79199 -15.65855
87 H 0.25249 -5.46600 -13.31061
88 H -1.08866 -4.26461 -13.12353
89 H 1.91387 -3.99752 -13.42976
90 H 1.07194 -3.23059 -12.09285
91 O -10.15536 -8.76951 -6.64060
92 S -9.65686 -7.37375 -6.41261
93 O -8.92833 -7.04917 -5.17775
94 C -8.74833 -6.88283 -8.00083
95 C -9.70021 -5.80225 -8.62618
96 C -11.11449 -6.02604 -8.28257
97 C -11.11821 -6.30227 -6.69916
98 H -8.67279 -7.79319 -8.59551
99 H -7.75875 -6.64308 -7.61179
100 H -9.48799 -4.82596 -8.19037
101 H -9.59758 -5.74217 -9.70968
102 H -11.51347 -6.83132 -8.89936
103 H -11.64264 -5.10010 -8.51014
104 H -11.96872 -6.86623 -6.31617
105 H -10.99377 -5.39719 -6.10464
106 O -4.09675 -13.73315 -22.15544
107 S -4.70228 -13.51913 -20.85208
108 O -5.54024 -14.56031 -20.23417
109 C -3.75641 -12.60528 -19.61546
110 C -4.81473 -11.65023 -18.90670
111 C -5.41839 -10.88912 -20.02149
112 C -5.82200 -11.96559 -21.07212
113 H -2.92650 -12.00402 -19.98672
114 H -3.22714 -13.41501 -19.11317
115 H -5.38331 -12.25159 -18.19735
116 H -4.35675 -10.93323 -18.22532
117 H -4.86279 -9.99601 -20.30743
118 H -6.25173 -10.43104 -19.48876
119 H -5.41055 -11.37607 -21.89143
120 H -6.87551 -12.10688 -21.31352
121 O -2.50812 -16.21635 -15.85980
122 S -3.38412 -16.83431 -14.81706
123 O -3.38583 -18.26857 -14.53600
124 C -3.25779 -15.76831 -13.40907
125 C -4.21337 -14.62055 -13.73151
126 C -5.52108 -15.34889 -14.20069
127 C -5.06484 -16.45783 -15.17357
128 H -2.26063 -15.35249 -13.26465
129 H -3.64666 -16.30396 -12.54306
130 H -4.50703 -13.99416 -12.88919
131 H -3.74768 -14.04666 -14.53270
132 H -6.29093 -14.63742 -14.49943
133 H -6.05380 -15.78682 -13.35657
134 H -5.01434 -16.20031 -16.23151
135 H -5.66686 -17.36490 -15.11959
136 C -3.85540 -7.65908 -13.70080
137 C -3.06798 -8.81272 -13.52364
138 C -2.82813 -9.00706 -12.16365
139 N -3.54232 -8.03656 -11.43374
140 C -4.19661 -7.29518 -12.37251
141 H -4.19063 -7.23590 -14.63618
142 H -2.58320 -9.26897 -14.37406
143 H -2.18600 -9.66657 -11.59874
144 H -3.46564 -7.92713 -10.43262
145 H -5.01629 -6.68803 -12.01771
146 C -9.19980 -11.26192 -13.25647
147 C -8.60817 -10.03949 -13.32054
148 C -9.16123 -9.46643 -14.46192
149 N -10.05891 -10.22461 -15.04724
150 C -10.23972 -11.28667 -14.25099
151 H -9.04963 -11.94828 -12.43625
152 H -7.86134 -9.69452 -12.62079
153 H -8.88824 -8.54112 -14.94740
154 H -10.66189 -9.86536 -15.77350
155 H -11.03747 -11.97395 -14.49108

## Properties
- ΔE to the lowest compared entry with this formula, charge and spin (kcal/mol) = 175.4
- total charge = 0
- Kohn-Sham gap (eV) = 8.0

***

Computed values of energy (unit: eV) for the preceding records, in sequence: -101859.9341, -184296.7700.